Entry 1:
The following is a quantum chemistry calculation of a single C3H7N3 molecule, from the Open Molecules 2025 dataset.

Gap between HOMO and LUMO (spin up / spin down) (eV): 9.03 / 9.03
Total charge: 0
Max |F| (eV/Å): 0.77
Multiplicity: 1

Cartesian coordinates (Å):
1 C -2.100 0.369 0.112
2 N 2.269 0.660 -0.186
3 C 0.013 -0.686 0.255
4 C 1.449 -0.488 -0.277
5 N 0.390 -0.558 -1.184
6 N -0.658 0.478 0.095
7 H 2.759 0.725 0.697
8 H 1.725 1.499 -0.348
9 H -0.374 -1.609 0.685
10 H 1.979 -1.431 -0.126
11 H -2.530 1.307 0.465
12 H -2.468 -0.465 0.724
13 H -2.454 0.199 -0.911

Here are the Mulliken charges for atoms 1 to 5, given in e:
1. C -0.7718
2. N -0.5959
3. C -0.0377
4. C 0.0943
5. N -0.4736

Entry 2:
The following is a quantum chemistry calculation of a molecular structure, C3H7N3 at a distorted geometry, from the Open Molecules 2025 dataset.

Gap between HOMO and LUMO (spin up / spin down) (eV): 7.65 / 7.65
Total charge: 0
Max |F| (eV/Å): 2.22
Multiplicity: 1

Cartesian coordinates (Å):
1 C -0.226 1.223 -1.255
2 C 0.587 -0.368 0.904
3 N 1.647 -0.586 0.121
4 C -1.458 -0.516 -0.217
5 N -0.630 0.521 -0.228
6 N 0.416 -0.533 2.117
7 H 2.554 -0.568 0.564
8 H 1.580 -0.184 -0.810
9 H -0.501 -0.342 2.503
10 H 0.416 2.071 -1.079
11 H -0.596 1.012 -2.254
12 H -1.679 -1.027 0.703
13 H -2.111 -0.702 -1.067

Here are the Mulliken charges for atoms 1 to 5, given in e:
1. C -0.6613
2. C 0.5670
3. N -0.3958
4. C -0.5224
5. N -0.2173

Entry 3:
The following is a quantum chemistry calculation of 2 unconnected molecules or ions with the total composition C3H7N3 at a distorted geometry, from the Open Molecules 2025 dataset.

Gap between HOMO and LUMO (eV): 9.55
Total charge: 0
Max |F| (eV/Å): 1.09
Multiplicity: 1

Cartesian coordinates (Å):
1 N -1.970 -0.442 -0.189
2 C -0.863 0.496 -0.014
3 C 0.402 -0.121 0.502
4 N 0.383 -1.417 0.536
5 C 2.690 1.240 -0.319
6 N 3.600 1.722 -0.852
7 H -2.687 -0.285 0.509
8 H -2.402 -0.350 -1.100
9 H -1.105 1.353 0.630
10 H -0.570 0.949 -0.975
11 H 1.764 0.715 0.219
12 H -0.463 -1.930 0.273
13 H 1.221 -1.930 0.782

Here are the Mulliken charges for atoms 1 to 5, given in e:
1. N -0.6002
2. C -0.1190
3. C -0.6341
4. N -0.2091
5. C 0.2516

Entry 4:
The following is a quantum chemistry calculation of a molecular structure, C3H7N3 at a distorted geometry, from the Open Molecules 2025 dataset.

Gap between HOMO and LUMO (eV): 9.66
Total charge: 0
Max |F| (eV/Å): 6.06
Multiplicity: 1

Cartesian coordinates (Å):
1 C 0.793 -0.395 0.128
2 C -1.229 1.031 -1.031
3 C -1.280 0.688 0.562
4 H 0.522 -2.611 0.076
5 H -0.689 -1.353 -1.062
6 H 2.637 -0.814 1.188
7 H -1.330 2.105 -1.405
8 H -2.207 0.275 -1.629
9 H -1.520 1.690 1.177
10 H -1.545 -0.353 0.871
11 N 0.229 -1.634 -0.133
12 N 1.818 -0.098 0.809
13 N 0.013 0.749 -0.272

Here are the Mulliken charges for atoms 1 to 5, given in e:
1. C 0.4650
2. C -0.3797
3. C -0.4521
4. H 0.1850
5. H 0.2969

Entry 5:
The following is a quantum chemistry calculation of a gas-phase ion, C3H7N3 (charge +2) at a distorted geometry, from the Open Molecules 2025 dataset.

Gap between HOMO and LUMO (eV): 8.57
Total charge: +2
Max |F| (eV/Å): 4.52
Multiplicity: 1

Cartesian coordinates (Å):
1 C 0.511 0.375 -0.085
2 C -1.937 -0.005 -0.447
3 C 1.680 -0.457 -0.021
4 N -0.665 -0.045 -0.288
5 N 2.874 0.002 0.085
6 N -2.932 -0.124 0.393
7 H 0.553 1.474 0.198
8 H -2.216 -0.286 -1.380
9 H 1.630 -1.556 -0.320
10 H 3.257 0.912 -0.060
11 H 3.488 -0.736 0.405
12 H -3.737 -0.463 -0.103
13 H -3.100 0.227 1.324

Here are the Mulliken charges for atoms 1 to 5, given in e:
1. C -0.1141
2. C 0.1275
3. C 0.1345
4. N -0.0570
5. N -0.1295

Entry 6:
The following is a quantum chemistry calculation of a single C3H7N3O molecule, from the Open Molecules 2025 dataset.

Structure (SMILES): [H]/N=C/NC(=O)NC
Gap between HOMO and LUMO (eV): 10.45
Total charge: 0
Max |F| (eV/Å): 0.42
Multiplicity: 1

Cartesian coordinates (Å):
1 H 0.535 3.098 -2.677
2 N 0.833 2.728 -1.778
3 C 0.076 1.765 -1.443
4 N 0.282 1.099 -0.245
5 C -0.245 -0.178 -0.045
6 O -1.010 -0.706 -0.834
7 N 0.197 -0.794 1.093
8 C -0.303 -2.121 1.399
9 H -0.771 1.359 -1.998
10 H 1.100 1.395 0.272
11 H 0.570 -0.235 1.844
12 H -0.129 -2.773 0.540
13 H -1.378 -2.122 1.614
14 H 0.242 -2.515 2.259

Here are the Mulliken charges for atoms 1 to 5, given in e:
1. H 0.2582
2. N -0.6480
3. C 0.0223
4. N -0.2607
5. C 0.5491

Entry 7:
The following is a quantum chemistry calculation of a molecular structure, C3H7N3O, from the Open Molecules 2025 dataset.

Gap between HOMO and LUMO (eV): 9.96
Total charge: 0
Max |F| (eV/Å): 0.89
Multiplicity: 1

Cartesian coordinates (Å):
1 C 1.572 0.867 0.243
2 N 0.400 0.143 0.691
3 C -0.090 -1.588 -1.101
4 O -0.331 -0.371 -1.721
5 N -1.309 -1.510 -0.445
6 C -1.370 -0.112 -0.763
7 N -0.848 0.680 0.327
8 H 1.591 0.903 -0.851
9 H 2.469 0.328 0.570
10 H 1.604 1.886 0.657
11 H 0.411 -0.055 1.678
12 H -1.493 -1.879 0.478
13 H -2.305 0.295 -1.173
14 H -0.767 1.650 0.026

Here are the Mulliken charges for atoms 1 to 5, given in e:
1. C -0.8370
2. N -0.0961
3. C -0.2079
4. O -0.2593
5. N -0.2694

Entry 8:
The following is a quantum chemistry calculation of a single C3H7N3O molecule at a distorted geometry, from the Open Molecules 2025 dataset.

Structure (SMILES): NC(=O)NN1CC1
Gap between HOMO and LUMO (eV): 10.40
Total charge: 0
Max |F| (eV/Å): 3.42
Multiplicity: 1

Cartesian coordinates (Å):
1 N 0.750 0.004 -1.923
2 C 0.449 0.948 -0.881
3 O 0.493 2.166 -1.071
4 N -0.134 0.386 0.193
5 N -0.210 -0.963 0.450
6 C -1.397 -1.215 1.288
7 C 0.007 -1.205 1.875
8 H 1.089 -0.878 -1.608
9 H 1.294 0.528 -2.694
10 H -0.488 0.951 0.918
11 H -2.150 -0.413 1.498
12 H -1.857 -2.180 1.253
13 H 0.436 -0.331 2.446
14 H 0.537 -2.168 2.018

Here are the Mulliken charges for atoms 1 to 5, given in e:
1. N -0.4634
2. C 0.4045
3. O -0.6429
4. N 0.0620
5. N -0.3788

Entry 9:
The following is a quantum chemistry calculation of a single C3H7N3O molecule at a distorted geometry, from the Open Molecules 2025 dataset.

Structure (SMILES): N/N=C1\NCCO1
Gap between HOMO and LUMO (eV): 9.26
Total charge: 0
Max |F| (eV/Å): 3.46
Multiplicity: 1

Cartesian coordinates (Å):
1 N 2.484 0.343 0.003
2 N 1.507 -0.673 -0.073
3 C 0.314 -0.311 -0.022
4 N -0.156 0.968 0.159
5 C -1.519 1.012 -0.112
6 C -1.948 -0.477 0.099
7 O -0.722 -1.168 -0.062
8 H 2.947 0.287 0.951
9 H 3.227 0.003 -0.611
10 H 0.445 1.771 -0.161
11 H -2.130 1.661 0.466
12 H -1.706 1.379 -1.160
13 H -2.220 -0.657 1.169
14 H -2.713 -0.908 -0.574

Here are the Mulliken charges for atoms 1 to 5, given in e:
1. N -0.5643
2. N -0.4346
3. C 0.5137
4. N -0.2689
5. C -0.4111

Entry 10:
The following is a quantum chemistry calculation of a single C3H7N3O molecule at a distorted geometry, from the Open Molecules 2025 dataset.

Structure (SMILES): N/C=N/[C@H](N)C=O
Gap between HOMO and LUMO (eV): 9.52
Total charge: 0
Max |F| (eV/Å): 2.84
Multiplicity: 1

Cartesian coordinates (Å):
1 N -2.212 -1.160 0.315
2 C -0.957 -0.644 0.306
3 N -0.399 -0.312 -0.807
4 C 0.883 0.322 -0.802
5 N 1.910 -0.358 -0.058
6 C 0.298 1.603 -0.006
7 O 0.585 1.785 1.146
8 H -2.489 -1.761 1.069
9 H -2.629 -1.335 -0.589
10 H -0.439 -0.711 1.265
11 H 1.183 0.517 -1.832
12 H 2.824 -0.007 -0.313
13 H 1.783 -0.183 0.935
14 H -0.340 2.244 -0.628

Here are the Mulliken charges for atoms 1 to 5, given in e:
1. N -0.3868
2. C 0.1379
3. N -0.6495
4. C -0.1176
5. N -0.6247

Entry 11:
The following is a quantum chemistry calculation of a molecular structure, C3H7N3O at a distorted geometry, from the Open Molecules 2025 dataset.

Gap between HOMO and LUMO (eV): 7.04
Total charge: 0
Max |F| (eV/Å): 2.67
Multiplicity: 1

Cartesian coordinates (Å):
1 C -0.875 -1.405 -0.780
2 C -0.153 -0.325 -0.029
3 N 0.414 0.699 1.953
4 C 1.084 0.291 -0.865
5 O -0.904 1.335 -0.616
6 N 0.881 1.438 -1.259
7 N -0.102 -0.372 1.256
8 H -1.019 1.979 0.102
9 H 0.815 0.382 2.824
10 H 1.053 1.303 1.436
11 H 1.961 -0.302 -1.114
12 H -0.202 -2.244 -0.976
13 H -1.723 -1.759 -0.197
14 H -1.231 -1.020 -1.735

Here are the Mulliken charges for atoms 1 to 5, given in e:
1. C -1.1259
2. C 0.9409
3. N -0.4875
4. C -0.2087
5. O -0.5718

Entry 12:
The following is a quantum chemistry calculation of 2 unconnected molecules or ions with the total composition C3H7N3O, from the Open Molecules 2025 dataset.

Structure (SMILES): [H]/N=C/NC.N=C=O
Gap between HOMO and LUMO (eV): 10.17
Total charge: 0
Max |F| (eV/Å): 0.76
Multiplicity: 1

Cartesian coordinates (Å):
1 H -2.567 -1.241 -0.103
2 N -1.831 -0.628 0.230
3 C -0.669 -1.116 -0.014
4 N 0.473 -0.486 0.343
5 C 1.807 -0.946 0.020
6 H -0.503 -2.068 -0.533
7 H 0.363 0.368 0.874
8 H 1.739 -1.717 -0.753
9 H 2.324 -1.368 0.891
10 H 2.407 -0.121 -0.380
11 N -1.414 2.166 0.368
12 C -0.585 2.684 -0.342
13 O 0.211 3.285 -0.968
14 H -1.757 1.187 0.366

Here are the Mulliken charges for atoms 1 to 5, given in e:
1. H 0.1920
2. N -0.6654
3. C 0.1108
4. N -0.2227
5. C -0.7846